[1]
Molecular formula: C10H12BrN2S
Method: DFT, ωB97M-V/def2-TZVPD

Last column: Löwdin charge in e.
Geometry (Å):
C: 2.09182 -1.32027 0.40619  -0.081
C: -1.60182 -1.07064 -0.48986  0.012
C: 0.75954 -1.81575 0.39893  -0.179
C: -0.29034 -0.98873 0.11743  -0.062
C: 2.39830 -0.07037 0.02308  -0.675
C: 1.35294 0.80452 -0.54222  -0.165
C: -1.13547 2.36187 -1.09815  -0.342
C: -2.21362 2.27974 1.18549  -0.249
C: -1.31991 1.06749 -0.36686  -0.391
C: 0.70402 -3.30506 0.41207  -0.021
N: -2.09168 0.08755 -0.75606  0.143
N: 0.03883 0.49587 0.12999  0.015
S: -1.18900 3.54734 0.36686  0.812
Br: 4.13155 0.67673 -0.03003  0.853
H: 2.90121 -2.10742 0.75261  0.174
H: -2.02311 -1.94297 -0.71185  0.097
H: 1.40817 1.91708 -0.29644  0.144
H: 1.16148 0.50203 -1.67818  0.207
H: -0.28185 2.60956 -1.57989  0.021
H: -2.04430 2.72291 -1.59997  0.099
H: -3.26791 2.34103 1.04984  0.034
H: -1.90697 1.72821 2.12186  0.067
H: -0.12754 -3.84229 0.68636  0.062
H: 1.50180 -3.85662 0.97112  0.118
H: 0.70040 -3.71933 -0.55684  0.092
H: 0.34345 0.89753 1.08450  0.216

Computed properties:
ΔE to the lowest compared entry with this formula, charge and spin   3.800 eV
Charge   +1
Kohn-Sham gap (spin up / spin down)   6.8 / 6.8 eV
Lowest unoccupied orbital energy (spin up / spin down)   -5.15 / -5.15 eV


[2]
Molecular formula: C10H12Cl12F12N2O8S4V
Method: DFT, ωB97M-V/def2-TZVPD

Last column: Löwdin spin population.
Geometry (Å):
V: 0.10926 1.27424 -1.02894  2.863
C: -0.20226 -2.42180 0.51701  0.001
F: 0.53456 -3.37282 1.04512  0.001
F: -0.14053 -2.46506 -0.81352  0.000
F: -1.45582 -2.51963 0.90907  0.000
S: 0.51680 -0.80827 1.02708  0.006
O: 0.87490 -0.90169 2.38376  0.002
O: 1.50575 -0.46267 0.02983  0.006
N: -0.67372 0.32363 0.64254  0.030
S: -1.54549 0.73334 1.97225  0.004
O: -2.19982 -0.39968 2.53262  0.000
O: -0.82910 1.62356 2.81233  0.003
C: -2.86011 1.72926 1.13278  0.002
F: -3.21832 1.12699 -0.02886  0.003
F: -3.90255 1.81034 1.92947  0.000
F: -2.39413 2.94379 0.84122  0.004
C: 2.54754 -0.64772 -3.51809  0.002
F: 2.49908 -1.44157 -2.46314  0.000
F: 3.56811 0.16682 -3.40475  0.000
F: 2.64032 -1.36481 -4.62813  0.001
S: 0.91865 0.31094 -3.58879  0.006
O: 0.42750 0.30328 -4.88949  0.001
O: 0.07876 -0.28155 -2.53845  0.019
N: 1.20915 1.80843 -2.86567  0.021
S: 1.60674 2.81277 -4.08295  0.003
O: 2.52362 2.20032 -4.99283  -0.001
O: 0.47219 3.48081 -4.60397  0.002
C: 2.58049 4.10174 -3.23596  0.000
F: 3.00430 4.96382 -4.12976  0.000
F: 1.82459 4.71112 -2.32867  0.001
F: 3.63154 3.54589 -2.62055  0.000
C: 4.25697 0.98294 -0.27745  0.001
Cl: 5.29865 0.84439 1.12178  0.001
Cl: 2.93840 2.12069 0.02668  0.015
H: 4.84025 1.35950 -1.10787  0.000
H: 3.84052 0.01058 -0.50104  0.000
C: 2.62344 -6.30781 1.82437  0.000
Cl: 2.49541 -7.85201 2.68827  0.000
Cl: 4.10867 -5.45364 2.21534  0.000
H: 2.58434 -6.52393 0.76513  0.000
H: 1.77540 -5.70307 2.11755  0.000
C: 0.64011 -4.77574 -3.20142  0.000
Cl: -0.93473 -5.44352 -3.58994  0.000
Cl: 1.23431 -5.33386 -1.61360  0.000
H: 1.35440 -5.11164 -3.93832  0.000
H: 0.56809 -3.69892 -3.15041  0.000
C: -3.12160 -3.25993 4.20030  0.000
Cl: -4.26939 -4.33502 3.38737  0.000
Cl: -3.25968 -3.34087 5.94329  0.000
H: -2.12086 -3.56797 3.92926  0.000
H: -3.31902 -2.25943 3.84180  0.000
C: -1.84136 3.97341 5.17372  0.000
Cl: -0.34315 4.76057 4.66509  0.000
Cl: -3.20019 4.40133 4.12547  0.000
H: -1.69354 2.90255 5.12448  0.000
H: -2.06261 4.28941 6.18389  0.000
C: -5.20739 4.81142 -0.51514  0.000
Cl: -6.50134 4.77631 0.67212  0.000
Cl: -3.89985 5.89698 -0.04830  0.000
H: -4.82007 3.80574 -0.61625  0.000
H: -5.61619 5.14772 -1.45875  0.000

Computed properties:
Kohn-Sham gap (spin up / spin down)   8.9 / 9.1 eV
Spin multiplicity   4
Lowest unoccupied orbital energy (spin up / spin down)   -1.85 / -1.74 eV


[3]
Molecular formula: C10H12ClN3O
Method: DFT, ωB97M-V/def2-TZVPD

Last column: Löwdin charge in e.
Geometry (Å):
C: 1.49539 1.73973 -1.09860  0.027
C: -3.76274 1.47857 -0.11656  -0.294
C: 2.20251 1.32884 -0.02965  -0.116
C: -1.37402 -0.57342 -0.75238  -0.150
C: -0.26180 0.24589 -0.56518  -0.116
C: -0.01885 -1.53789 0.75593  -0.233
C: 3.48750 1.89627 0.53190  -0.187
C: 1.57545 0.42050 0.96373  -0.057
C: -2.65197 -0.41784 -1.44608  0.057
C: 0.55659 -2.56470 1.62307  0.072
N: 0.51125 -0.37362 0.41059  0.078
N: 0.15951 1.30350 -1.34796  0.141
N: -1.18131 -1.65515 0.12916  0.189
O: 3.94469 1.34075 1.47662  0.096
Cl: -5.01004 1.99451 -0.80703  1.057
H: 1.77884 2.32728 -1.85119  0.102
H: 3.97039 2.86394 0.11468  0.170
H: 2.31214 -0.16046 1.50732  0.133
H: 0.99122 0.94312 1.75929  0.180
H: -3.23723 0.58373 -0.99479  -0.055
H: -3.22607 -1.13994 -1.04281  0.074
H: -2.68399 -0.34952 -2.49130  0.113
H: 0.04778 -2.73836 2.49609  0.077
H: 1.71044 -2.29866 1.83742  0.169
H: 0.56757 -3.44398 1.03561  0.097
H: -0.16286 1.31190 -2.29418  0.160
H: -1.74038 -2.52497 0.19628  0.216

Computed properties:
ΔE to the lowest compared entry with this formula, charge and spin   3.435 eV
Charge   +2
Kohn-Sham gap (spin up / spin down)   5.6 / 5.6 eV
Lowest unoccupied orbital energy (spin up / spin down)   -9.76 / -9.76 eV


[4]
Molecular formula: C10H12F5I2N8ReS
Method: DFT, ωB97M-V/def2-TZVPD

Last column: Löwdin spin population.
Geometry (Å):
Re: 0.54710 -0.65830 -1.72679  0.923
N: 3.73215 -2.10065 0.59960  0.002
C: 2.97180 -1.95956 -0.47015  0.005
N: 1.81435 -1.38715 -0.11989  0.004
C: 1.95759 -1.21241 1.25091  0.002
N: 3.11622 -1.63727 1.68732  0.001
C: 1.00645 -0.68017 2.24707  0.000
C: 1.49657 -0.20567 3.46347  0.000
N: 0.68588 0.17366 4.44017  0.000
C: -0.61984 0.07618 4.22781  0.000
C: -1.12060 -0.36009 3.00904  0.000
N: -0.30704 -0.73141 2.02072  0.001
H: 4.66091 -2.50011 0.67003  0.000
H: 3.27212 -2.25759 -1.46176  0.000
H: 2.56199 -0.13275 3.64005  0.000
H: -1.28274 0.35449 5.03762  0.000
H: -2.18775 -0.42101 2.83404  0.000
I: 0.51740 -2.85143 -3.22448  0.035
C: 0.28185 -1.69371 -5.01202  -0.006
I: 0.17925 0.30213 -4.23836  -0.011
H: -0.63897 -1.95926 -5.52293  0.000
H: 1.15678 -1.80645 -5.64556  0.000
N: -1.14957 -0.95466 -0.48866  0.009
N: -2.38337 -0.23417 -0.60061  -0.002
C: -2.63545 0.99006 -1.03272  0.001
N: -3.88517 1.37888 -1.17143  0.002
S: -1.47733 2.21607 -1.55965  0.004
H: -1.42780 -1.92345 -0.65451  0.005
H: -0.82386 -0.91046 0.58014  0.001
H: -3.17342 -0.74880 -0.22377  0.000
H: -4.67397 0.74446 -1.10471  0.000
H: -4.10399 2.35434 -1.33627  0.000
F: 0.72788 1.25414 -0.46314  0.020
C: -0.27769 2.19744 -0.19706  0.003
F: -0.81911 1.84896 0.95777  0.001
C: 0.43275 3.58494 -0.10796  0.000
F: 1.43396 3.49208 0.73863  0.000
F: 0.87751 3.87599 -1.32956  0.000
F: -0.44283 4.48273 0.28760  0.000

Computed properties:
ΔE to the lowest compared entry with this formula, charge and spin   2.875 eV
Charge   +3
Kohn-Sham gap (spin up / spin down)   7.7 / 7.1 eV
Spin multiplicity   2
Lowest unoccupied orbital energy (spin up / spin down)   -10.11 / -10.36 eV


[5]
Molecular formula: C10H12F6IN3O5RuS2
Method: DFT, ωB97M-V/def2-TZVPD

Last column: Löwdin spin population.
Geometry (Å):
Ru: 0.45516 0.70320 0.34523  2.485
F: -4.25829 -1.60781 -0.10249  0.000
C: -3.98332 -0.37373 0.24323  0.003
F: -4.13855 -0.19219 1.53875  0.001
F: -4.69276 0.48809 -0.44354  0.002
S: -2.16528 -0.01987 -0.07221  0.005
O: -1.97694 1.39137 0.18624  0.054
O: -1.36302 -0.82928 0.84715  0.091
N: -1.82241 -0.36831 -1.57465  0.002
S: -0.52478 -1.18011 -1.92978  0.006
O: -0.33526 -1.31486 -3.32298  -0.003
O: 0.68490 -0.54845 -1.26614  0.037
C: -0.61431 -2.89259 -1.09765  0.002
F: 0.23220 -2.89083 -0.06753  0.001
F: -0.26517 -3.81409 -1.95172  0.001
F: -1.84291 -3.09461 -0.67327  0.001
N: 0.48417 1.65745 -3.33096  0.009
C: -0.00293 2.41955 -2.37837  0.017
O: 0.21352 2.18708 -1.15724  0.142
C: -0.79606 3.63601 -2.83498  0.007
I: -1.59237 4.80293 -1.21600  0.001
H: 1.01510 0.82649 -3.11634  0.000
H: 0.30228 1.83987 -4.30665  0.001
H: -1.62943 3.33692 -3.46676  0.000
H: -0.14769 4.30413 -3.39839  0.001
C: 0.30808 1.29297 2.89560  0.053
C: 1.17719 0.08661 2.84826  0.320
C: 1.77164 -0.76294 3.80819  0.098
C: 2.59205 -1.61858 3.10808  0.155
C: 2.48700 -1.30214 1.71134  0.301
C: 3.26036 -1.81809 0.58071  0.056
N: 1.58730 -0.28182 1.59843  0.075
H: 0.65299 2.00031 3.65281  0.011
H: -0.72754 1.04589 3.14455  0.018
H: 0.34506 1.85257 1.90521  0.005
H: 1.61203 -0.73059 4.87427  0.000
H: 3.21830 -2.39798 3.51297  0.003
H: 3.38331 -2.90051 0.64199  0.012
H: 4.27866 -1.41015 0.63113  0.025
H: 2.81770 -1.52188 -0.36648  0.002

Computed properties:
ΔE to the lowest compared entry with this formula, charge and spin   1.670 eV
Charge   +2
Kohn-Sham gap (spin up / spin down)   5.2 / 4.8 eV
Spin multiplicity   5
Lowest unoccupied orbital energy (spin up / spin down)   -9.60 / -10.06 eV


[6]
Molecular formula: C10H12FeN4O4
Method: DFT, ωB97M-V/def2-TZVPD

Last column: Löwdin spin population.
Geometry (Å):
O: -2.15882 -0.39091 -1.98563  0.002
C: -1.32115 -0.23906 -1.21507  0.045
Fe: 0.00000 0.00000 0.00000  2.462
O: 1.52760 1.59109 -1.97381  0.057
C: 0.93333 0.97196 -1.20580  0.060
C: 0.23511 -1.79026 0.09561  0.072
O: 0.38466 -2.93057 0.15624  0.060
C: 1.32133 0.23889 1.21506  0.066
O: 2.15913 0.39065 1.98549  0.040
C: -0.93843 1.79683 2.08860  0.046
N: -1.51847 1.16160 0.87009  0.184
C: -2.11410 2.24979 0.04467  0.044
N: -3.15331 2.97223 0.81203  0.546
C: -2.54718 3.57838 2.01007  0.040
N: -1.95767 2.53283 2.86129  0.528
C: -3.01148 1.59202 3.28057  0.040
N: -3.62972 0.97216 2.09748  0.537
C: -2.59878 0.24210 1.33908  0.050
C: -4.20453 2.02328 1.23696  0.038
H: -0.11246 2.48740 1.80597  0.010
H: -0.49707 1.02429 2.75654  0.010
H: -2.58613 1.86298 -0.87957  0.008
H: -1.32113 2.95732 -0.28650  0.007
H: -3.31430 4.14718 2.58357  0.000
H: -1.76872 4.31721 1.71611  0.009
H: -2.58524 0.80677 3.94653  0.008
H: -3.78245 2.11865 3.88631  0.000
H: -3.09850 -0.27789 0.49658  0.010
H: -2.16351 -0.56697 1.96942  0.011
H: -5.01028 2.56131 1.78582  0.000
H: -4.69323 1.56479 0.34785  0.008

Computed properties:
Charge   +3
Kohn-Sham gap (spin up / spin down)   8.0 / 4.6 eV
Spin multiplicity   6
Lowest unoccupied orbital energy (spin up / spin down)   -10.35 / -16.49 eV


[7]
Molecular formula: C10H12N
Method: DFT, ωB97M-V/def2-TZVPD

Last column: Löwdin charge in e.
Geometry (Å):
C: -1.43642 1.38979 -2.46556  0.021
C: -0.46364 0.95948 -3.42645  -0.051
C: -1.35294 0.97449 -1.14957  -0.009
C: 0.61600 0.29605 -2.96013  0.003
C: -0.26561 0.31000 -0.59212  -0.091
C: 0.73508 -0.07301 -1.53108  -0.151
C: -0.27531 -0.13057 0.79741  -0.317
C: 2.01367 -0.58284 -1.18216  0.303
C: -0.94036 0.77154 1.77933  0.005
C: 0.67021 -1.76162 2.25814  -0.112
N: 0.38499 -1.16883 1.04236  0.024
H: -2.40411 1.98681 -2.67836  0.163
H: -0.63533 1.29051 -4.51650  0.155
H: -2.12032 1.30318 -0.37386  0.145
H: 1.26522 -0.20144 -3.76576  0.162
H: 2.65676 -0.86099 -1.90324  0.053
H: 2.33907 -0.85995 -0.15592  0.112
H: -0.49302 1.80902 1.54544  0.147
H: -0.86848 0.37241 2.78724  0.089
H: -1.95846 0.67844 1.68157  0.056
H: 1.42388 -2.61444 2.06419  0.115
H: -0.13582 -2.15108 2.90124  0.110
H: 1.23464 -1.08015 2.79303  0.067

Computed properties:
ΔE to the lowest compared entry with this formula, charge and spin   3.477 eV
Charge   +1
Kohn-Sham gap   6.6 eV
Lowest unoccupied orbital energy   -6.43 eV